1.
4 unconnected molecules or ions with the total composition C33H74BClN10O11P3S at a distorted geometry, computed with ωB97M-V/def2-TZVPD.

Its charge is -1. As for the HOMO energy: -0.220 hartree.

XYZ file:
```
134
C33H74BClN10O11P3S | the Open Molecules 2025 dataset | ωB97M-V/def2-TZVPD
C 3.093 -7.188 3.354
C 2.775 -6.898 1.865
O 3.123 -8.068 1.127
C 3.585 -5.666 1.441
C 3.807 -5.431 -0.064
S 5.141 -4.100 -0.085
C 6.575 -4.842 0.671
O 4.771 -2.944 0.725
O 5.525 -3.771 -1.441
O 4.423 -6.434 -0.728
B 3.845 -6.637 -2.102
O 3.337 -8.079 -2.065
N 2.094 -8.239 -2.489
O 1.554 -9.177 -1.974
O 2.832 -5.612 -2.167
C 2.557 -4.955 -0.926
C 2.528 -3.467 -1.363
C 1.198 -3.017 -1.895
O 0.408 -2.335 -1.318
Cl 0.807 -3.550 -3.557
C 1.203 -5.572 -0.553
C 0.403 -4.983 0.593
C -0.765 -5.653 0.962
C -1.527 -5.206 2.022
C -1.173 -4.070 2.733
C -0.020 -3.395 2.378
C 0.753 -3.859 1.322
H 3.426 -6.273 3.846
H 3.842 -7.973 3.389
H 2.185 -7.494 3.874
H 1.699 -6.745 1.824
H 2.316 -8.476 0.806
H 3.052 -4.792 1.813
H 4.521 -5.698 1.994
H 7.407 -4.196 0.415
H 6.411 -4.834 1.745
H 6.678 -5.868 0.332
H 4.735 -6.466 -2.910
H 3.233 -3.380 -2.185
H 2.828 -2.758 -0.595
H 1.384 -6.624 -0.336
H 0.585 -5.561 -1.450
H -1.045 -6.541 0.408
H -2.412 -5.761 2.306
H -1.765 -3.732 3.572
H 0.318 -2.515 2.908
H 1.661 -3.318 1.100
O -1.450 4.132 0.260
P -1.067 3.047 -0.699
N 0.532 3.483 -1.165
C 0.766 4.688 -1.939
C 1.453 3.392 -0.042
N -2.249 3.294 -1.916
C -1.950 3.540 -3.306
C -3.447 4.019 -1.516
N -0.888 1.362 -1.130
C -1.276 0.440 -0.045
C 0.286 0.838 -1.814
H 1.826 4.746 -2.197
H 0.487 5.608 -1.405
H 0.232 4.657 -2.885
H 1.406 2.393 0.405
H 1.226 4.124 0.743
H 2.479 3.542 -0.382
H -1.682 4.591 -3.488
H -2.820 3.312 -3.929
H -1.148 2.900 -3.678
H -3.297 5.109 -1.511
H -3.768 3.724 -0.521
H -4.260 3.784 -2.208
H -0.538 0.418 0.764
H -1.396 -0.573 -0.429
H -2.236 0.749 0.380
H 1.167 0.752 -1.167
H 0.554 1.433 -2.682
H 0.041 -0.160 -2.176
O 0.538 -1.314 5.823
P 1.090 -1.227 7.210
N 1.756 0.357 7.268
C 2.912 0.692 6.450
C 0.720 1.373 7.155
N 2.246 -2.482 7.165
C 3.652 -2.315 7.455
C 2.050 -3.495 6.131
N 0.921 -1.365 8.958
C -0.428 -1.769 9.377
C 1.450 -0.376 9.882
H 3.228 1.712 6.683
H 2.713 0.626 5.373
H 3.760 0.056 6.689
H -0.048 1.216 7.922
H 0.225 1.357 6.177
H 1.143 2.365 7.323
H 4.205 -1.912 6.598
H 4.097 -3.282 7.708
H 3.818 -1.670 8.320
H 2.431 -3.164 5.157
H 0.997 -3.735 6.014
H 2.563 -4.417 6.412
H -1.159 -0.958 9.268
H -0.425 -2.094 10.419
H -0.770 -2.614 8.773
H 0.869 0.555 9.917
H 2.482 -0.127 9.658
H 1.434 -0.823 10.881
O -5.110 4.702 -6.469
P -4.741 6.055 -6.983
N -4.749 7.034 -5.572
C -5.992 7.297 -4.867
C -3.694 6.634 -4.649
N -6.049 6.341 -8.051
C -6.929 7.484 -7.979
C -6.776 5.161 -8.509
N -3.690 7.132 -7.891
C -2.532 6.444 -8.484
C -3.289 8.441 -7.402
H -5.795 7.995 -4.049
H -6.453 6.393 -4.450
H -6.713 7.792 -5.513
H -2.724 6.641 -5.161
H -3.854 5.628 -4.248
H -3.620 7.339 -3.820
H -7.709 7.358 -7.217
H -7.429 7.632 -8.940
H -6.383 8.408 -7.777
H -7.515 4.813 -7.776
H -6.097 4.339 -8.712
H -7.295 5.397 -9.441
H -1.779 6.175 -7.734
H -2.058 7.072 -9.239
H -2.856 5.525 -8.980
H -2.536 8.405 -6.605
H -4.138 9.015 -7.045
H -2.861 8.986 -8.248
```

2.
2 unconnected molecules or ions with the total composition CH5P3 at a distorted geometry, computed with ωB97M-V/def2-TZVPD.

Its charge is 0. The energy above the lowest of the compared OMol25 structures with the same formula, charge and spin is 408.6 kJ/mol. As for the HOMO energy (alpha / beta): -0.296 / -0.304 hartree.

XYZ file:
```
9
CH5P3 | the Open Molecules 2025 dataset | ωB97M-V/def2-TZVPD
C -1.299 -0.948 0.235
P 3.489 -0.262 0.158
P 1.478 -0.153 0.420
P 0.790 1.702 -0.456
H -1.967 -0.445 1.057
H -0.953 -1.930 0.424
H -1.303 -0.472 -0.800
H -0.017 0.805 -1.467
H -0.218 1.704 0.429
```

3.
A gas-phase ion, C2H5N2O2 (charge +1) at a distorted geometry, computed with ωB97M-V/def2-TZVPD.

As for the SMILES: CC(=[NH2+])[N+](=O)[O-]. Its charge is +1. The energy above the lowest of the compared OMol25 structures with the same formula, charge and spin is 332.0 kJ/mol. As for the HOMO energy: -0.617 hartree.

XYZ file:
```
11
C2H5N2O2 | the Open Molecules 2025 dataset | ωB97M-V/def2-TZVPD
C 0.001 -0.130 0.032
C 0.920 0.948 -0.281
N -1.487 0.146 -0.116
N 0.292 -1.439 0.361
O -1.893 1.182 0.216
O -2.098 -0.840 -0.501
H 1.932 0.846 -0.027
H 0.501 1.773 0.383
H 0.762 1.314 -1.273
H 1.319 -1.571 0.566
H -0.248 -2.230 0.640
```

4.
2 unconnected molecules or ions with the total composition C7H10ClN2 at a distorted geometry, computed with ωB97M-V/def2-TZVPD.

Its charge is +1. The energy above the lowest of the compared OMol25 structures with the same formula, charge and spin is 233.2 kJ/mol. As for the HOMO energy (alpha / beta): -0.429 / -0.429 hartree.

XYZ file:
```
20
C7H10ClN2 | the Open Molecules 2025 dataset | ωB97M-V/def2-TZVPD
C -2.918 -0.367 -0.061
C -2.135 0.732 0.438
C -2.558 -1.218 -1.091
C -1.333 -0.880 -1.671
C -0.903 0.837 -0.239
C 2.970 -0.592 1.420
C 2.600 -0.006 0.142
N -0.587 0.119 -1.290
N 0.090 1.655 0.165
Cl 3.724 0.541 -0.940
H -3.963 -0.519 0.283
H -2.375 1.123 1.400
H -3.165 -2.009 -1.416
H -0.954 -1.398 -2.502
H 2.779 -1.638 1.200
H 2.240 -0.258 2.165
H 4.062 -0.293 1.556
H 1.611 -0.061 -0.073
H -0.167 2.522 0.771
H 0.981 1.709 -0.259
```

5.
A molecular structure, C4N2PdS2Se3Te, computed with ωB97M-V/def2-TZVPD.

Its charge is -2. As for the HOMO energy: -0.046 hartree.

XYZ file:
```
13
C4N2PdS2Se3Te | the Open Molecules 2025 dataset | ωB97M-V/def2-TZVPD
Pd -0.101 0.127 -0.011
S -0.597 -2.030 -0.566
C 0.608 -2.309 -1.800
C 0.622 -3.616 -2.390
N 0.608 -4.672 -2.855
C 1.485 -1.353 -2.233
S 1.592 0.247 -1.537
C 2.402 -1.652 -3.295
N 3.144 -1.859 -4.153
Se -1.460 -0.175 2.009
Se -2.445 1.887 2.604
Te -0.397 3.279 2.362
Se -0.001 2.566 -0.004
```

6.
A molecular structure, C6H8 at a distorted geometry, computed with ωB97M-V/def2-TZVPD.

Its charge is 0. The energy above the lowest of the compared OMol25 structures with the same formula, charge and spin is 258.5 kJ/mol. As for the HOMO energy: -0.320 hartree.

XYZ file:
```
14
C6H8 | the Open Molecules 2025 dataset | ωB97M-V/def2-TZVPD
C -0.969 0.644 0.468
C -0.392 0.238 -0.877
C 0.995 0.770 -0.399
C 0.542 0.098 0.918
C 0.452 -1.365 0.511
C -0.203 -1.269 -0.649
H -1.844 0.117 0.875
H -1.109 1.735 0.615
H -0.862 0.568 -1.797
H 1.078 1.855 -0.311
H 1.860 0.360 -0.935
H 0.269 0.555 1.828
H 0.807 -2.258 1.022
H -0.624 -2.048 -1.269
```

7.
A molecular structure, C11H21F7NbO6S at a distorted geometry, computed with ωB97M-V/def2-TZVPD.

Its charge is -1. As for the HOMO energy: -0.217 hartree.

XYZ file:
```
47
C11H21F7NbO6S | the Open Molecules 2025 dataset | ωB97M-V/def2-TZVPD
O 1.619 0.606 1.285
S 0.176 0.774 1.311
O -0.337 1.773 2.248
Nb -1.044 -1.472 1.907
C -0.191 1.627 -0.352
F -1.451 2.154 -0.297
F 0.708 2.657 -0.499
C -0.089 0.716 -1.606
F 0.817 -0.282 -1.379
F -1.304 0.155 -1.889
C 0.350 1.465 -2.900
F -0.233 2.675 -2.988
F -0.009 0.760 -3.982
F 1.675 1.637 -2.949
H -2.351 -0.944 0.703
H -1.786 -0.812 3.451
H 0.421 -1.680 2.995
H -0.036 -2.507 0.768
H -1.821 -3.019 2.364
O 4.949 -1.151 5.381
C 4.947 0.025 5.145
O 3.799 0.712 5.269
C 3.743 2.143 5.203
C 3.662 2.677 3.790
C 6.193 0.736 4.658
H 4.581 2.573 5.757
H 2.836 2.393 5.751
H 4.552 2.423 3.213
H 3.563 3.763 3.807
H 2.801 2.254 3.271
H 6.251 0.603 3.578
H 7.052 0.250 5.111
H 6.223 1.800 4.876
O -5.514 -3.937 -2.997
C -4.873 -3.218 -3.713
O -4.292 -2.127 -3.182
C -3.434 -1.267 -3.941
C -4.223 -0.235 -4.720
C -4.769 -3.484 -5.202
H -2.780 -1.853 -4.586
H -2.801 -0.765 -3.217
H -4.882 -0.695 -5.458
H -3.542 0.439 -5.242
H -4.836 0.352 -4.037
H -5.648 -3.055 -5.683
H -4.793 -4.560 -5.346
H -3.882 -3.078 -5.678
```